(1)
Here is a 6-piece molecular cluster, C18H31O14S overall at a distorted geometry from the Open Molecules 2025 dataset. Energies are from ωB97M-V/def2-TZVPD.

## Properties
- gap between HOMO and LUMO (eV) = 4.7
- net charge = -1
- DFT total energy (a.u.) = -2155.9006
- strongest force on any atom (eV Å⁻¹) = 5.26
- ΔE to the lowest compared entry with this formula, charge and spin (eV) = 5.4112

```
64
Properties=species:S:1:pos:R:3:forces:R:3
O 0.563557 1.539283 0.183764 -0.578 -0.180 -0.087
H -0.333317 1.263343 -0.088275 0.520 0.153 0.149
C -4.577221 2.482778 -5.862669 0.608 -0.241 0.519
C -3.002735 2.665935 -5.960381 -1.882 -1.390 -0.872
C -2.100089 1.532571 -5.349367 -3.062 0.873 2.045
O -1.539971 0.810767 -6.393982 0.002 0.411 0.608
C -1.770276 1.484105 -7.524209 2.232 1.036 0.361
O -1.023898 1.292899 -8.431458 -1.297 0.257 -1.430
O -2.645691 2.508125 -7.331888 0.371 -0.239 -1.481
H -4.922776 1.467016 -5.670541 0.460 -0.301 -0.130
H -5.102699 2.796448 -6.764665 0.399 0.265 -0.103
H -4.990632 3.047573 -5.027097 0.189 0.248 0.022
H -2.844086 3.704862 -5.671315 0.768 -0.237 0.085
H -2.796374 0.831667 -4.888917 0.252 0.145 0.708
H -1.500116 2.045977 -4.598008 1.000 -0.835 -0.298
C 3.436640 -3.243603 5.287693 0.275 -0.623 -0.227
C 3.727413 -3.370217 3.774796 -0.171 2.550 0.492
C 4.838962 -2.406670 3.273523 -0.415 0.885 0.896
O 5.717912 -3.238160 2.538004 -0.045 -0.073 -1.103
C 5.364695 -4.526574 2.727836 1.479 0.267 1.811
O 6.023518 -5.493846 2.541271 0.446 -0.247 -1.439
O 4.308080 -4.582382 3.513215 -1.310 -2.212 0.298
H 3.137015 -4.209385 5.694602 -0.269 -0.135 -0.283
H 2.670615 -2.529513 5.589988 0.186 0.185 -0.383
H 4.375944 -3.047554 5.804792 -0.003 0.338 0.006
H 2.859243 -3.222637 3.132443 -0.325 -0.178 0.254
H 5.401837 -1.959599 4.092921 0.144 -0.287 0.260
H 4.465330 -1.536698 2.733476 -0.021 -0.430 -0.624
C -3.662455 -0.061935 4.996868 -0.215 0.701 -0.869
C -3.040539 1.261713 5.555006 -0.304 -1.432 -0.030
C -3.461697 2.588431 5.002988 -0.018 -0.240 -2.519
O -4.116462 3.259838 6.021741 -1.161 1.295 0.902
C -4.206358 2.517742 7.134288 -0.374 -0.814 1.201
O -4.867224 2.748117 8.136386 1.760 -0.351 -2.459
O -3.422873 1.404392 6.936214 -0.102 0.002 0.833
H -4.729608 -0.046697 4.775378 -0.396 0.489 0.899
H -3.448205 -0.957974 5.579363 0.191 0.346 0.216
H -3.354621 -0.257953 3.969782 0.925 0.134 0.017
H -1.967168 1.235867 5.367096 0.172 -0.510 0.964
H -4.099564 2.450966 4.129873 -0.566 0.082 0.145
H -2.627791 3.145097 4.575413 0.144 0.303 0.636
C -2.750876 -6.298420 -1.460447 2.163 1.045 1.168
C -1.265134 -6.087573 -1.996429 -0.496 -1.179 2.992
C -0.263561 -7.243278 -1.634803 -1.022 0.062 0.896
O 0.058536 -7.724042 -2.859451 1.663 -0.978 -3.644
C -0.413540 -6.931364 -3.860544 1.626 -3.301 -3.759
O -0.197109 -7.112156 -5.062971 -0.320 0.655 3.316
O -1.239772 -6.109423 -3.347846 -2.032 2.631 -2.369
H -3.300787 -7.168245 -1.819751 0.286 0.285 -0.608
H -3.297207 -5.355317 -1.447714 -0.237 -0.219 -0.648
H -2.606917 -6.481675 -0.395645 -0.019 -0.157 0.242
H -0.676725 -5.217745 -1.704411 -1.201 0.674 0.556
H -0.698358 -8.134379 -1.182045 -0.068 0.533 1.128
H 0.666593 -6.878803 -1.198826 -0.334 -0.036 0.724
C 4.930188 9.103731 -2.683962 -1.529 0.219 0.774
S 5.390904 8.297103 -1.043536 0.112 -1.147 1.750
O 4.989382 9.091519 0.191939 0.457 0.481 -1.875
C 4.141723 6.949920 -0.799103 -0.619 -0.212 -1.273
H 4.726723 8.488502 -3.560429 0.150 -0.758 0.483
H 5.601221 9.879601 -3.052529 0.408 -0.099 0.802
H 3.981930 9.561972 -2.403021 -0.120 0.323 -0.271
H 3.154083 7.394875 -0.920274 0.029 0.158 -0.157
H 4.119473 6.497658 0.192389 0.853 0.741 0.257
H 4.212915 6.083423 -1.456539 0.239 0.267 -0.476
```
Positions in Å, forces in eV/Å.

---

(2)
Here is C18H32AlBr2Cl5CsF3NO11 as an isolated structure at a distorted geometry from the Open Molecules 2025 dataset. Energies are from ωB97M-V/def2-TZVPD.

## Properties
- gap between HOMO and LUMO (eV) = 1.6
- net charge = +1
- DFT total energy (a.u.) = -9597.7830
- strongest force on any atom (eV Å⁻¹) = 5.24

```
74
Properties=species:S:1:pos:R:3:forces:R:3
C 0.078904 -4.341661 3.183993 0.200 -0.936 0.771
O -0.906710 -3.706220 2.292676 1.437 1.642 0.542
C -0.482443 -2.365093 1.859383 0.015 0.823 -0.565
C 0.574487 -2.495729 0.596184 0.741 -0.197 0.452
N -0.043419 -2.013386 -0.697488 -1.170 -0.895 1.028
C 1.998340 -1.788075 0.995328 -0.011 -0.760 -0.336
C 1.896335 -0.200365 1.398967 0.319 -1.689 1.535
C 2.708658 -0.006179 2.847951 0.363 0.771 -0.899
F 1.996603 -0.647253 3.993470 0.156 4.354 -2.056
H 0.986616 -3.662135 3.476329 -1.742 -1.144 -0.768
H 0.461776 -5.325210 2.653575 -0.703 1.972 1.143
H -0.473183 -4.646737 4.196847 1.110 0.615 -2.223
H -0.024971 -1.723384 2.735897 -0.728 -1.508 -1.466
H -1.397777 -1.723435 1.440382 1.653 -1.854 1.096
H 0.806412 -3.656045 0.443060 -0.479 2.522 0.340
H -0.548876 -1.101021 -0.591597 0.781 -1.005 0.133
H -0.823536 -2.707659 -0.903732 1.309 1.178 0.095
H 2.383664 -2.351283 1.974993 -0.958 1.621 -2.237
H 2.839242 -1.918913 0.188556 -1.885 0.098 1.235
H 0.795274 0.179668 1.512590 2.153 -1.181 -0.236
H 2.507017 0.439123 0.608530 -1.076 -1.611 1.315
H 2.770640 1.166973 3.040193 -0.198 -2.685 0.190
H 3.799317 -0.472465 2.767902 -2.536 0.899 0.462
F 2.612558 -2.260792 3.618499 1.419 -4.012 0.792
C -1.236056 3.554427 0.224745 0.802 1.416 -0.262
C -2.071926 2.832410 -0.776111 0.398 0.273 -1.673
O -2.068640 1.502154 -0.309965 -0.123 0.126 1.625
C -1.926486 1.600466 1.041627 -0.287 -2.177 1.036
O -2.152214 0.690181 1.821560 0.557 2.095 -1.250
O -1.507155 2.847030 1.418077 -0.704 -1.076 0.360
F -1.491652 2.857307 -1.996899 -0.406 -0.081 0.305
H -0.165076 3.495847 0.003477 -0.187 -0.093 -0.178
H -1.517498 4.606604 0.320163 0.012 -0.185 0.080
H -3.102823 3.195642 -0.845632 0.051 -0.103 -0.186
Br -1.936755 4.905846 4.209998 3.768 -2.884 1.158
C -2.284434 3.003541 4.462972 -0.107 -0.772 0.147
C -1.849183 2.545564 5.835533 -0.500 0.114 0.028
Br 0.088207 2.341135 5.930185 -0.324 -0.878 0.656
H -1.779856 2.475719 3.649005 -0.139 0.149 0.095
H -3.366293 2.894347 4.345334 0.184 -0.032 0.075
H -2.250651 1.552526 6.056208 0.123 0.113 -0.151
H -2.136682 3.234738 6.634528 0.147 -0.179 -0.161
C -3.835587 -6.942440 2.695718 -0.215 -0.527 0.154
C -3.852950 -6.654686 1.207108 0.485 -0.371 1.128
C -3.433004 -5.256162 0.870812 0.889 0.334 0.136
O -4.131534 -5.002381 -0.334044 -0.845 -0.330 -0.270
C -5.254344 -5.775452 -0.298214 -2.135 0.067 -1.585
O -6.204601 -5.651910 -1.052220 2.176 -0.252 1.698
O -5.177640 -6.710319 0.699448 -0.241 0.739 -0.933
H -3.946013 -8.018098 2.872628 0.067 0.188 0.010
H -2.898080 -6.615327 3.156882 -0.087 -0.015 -0.158
H -4.674026 -6.455008 3.204142 0.175 0.121 -0.181
H -3.247959 -7.394318 0.668378 -0.035 0.140 -0.013
H -2.353208 -5.175371 0.717178 -0.245 0.123 -0.047
H -3.742816 -4.515090 1.616277 0.045 -0.178 0.069
Cs -3.959544 6.534169 3.532259 -3.848 3.278 -1.393
C -0.199779 5.704975 -4.047986 1.590 0.784 -1.002
O -0.478197 5.581639 -2.830897 1.021 0.576 1.407
O -1.160765 5.193831 -4.804503 -1.136 -0.581 -0.488
O 0.789984 6.208059 -4.625152 -0.581 -0.288 1.234
H -1.678537 4.939070 -4.013979 -0.942 -0.544 -0.856
Al 1.202910 4.130817 4.497442 0.911 0.640 -1.083
C 4.215898 4.883826 -6.046676 -0.244 0.061 -0.079
Cl 5.451592 3.991909 -6.969764 -0.160 0.251 0.289
Cl 4.985583 6.233097 -5.173781 -0.162 -0.340 -0.211
Cl 2.986422 5.524790 -7.165601 0.367 -0.192 0.335
Cl 3.440114 3.785687 -4.877614 0.199 0.255 -0.273
C 7.490759 1.971050 -10.368847 -0.181 0.025 -0.047
O 7.142093 2.370374 -9.056125 -0.450 0.127 0.325
H 8.572306 1.825196 -10.420425 -0.184 0.052 0.107
H 6.986812 1.032251 -10.611167 0.127 -0.027 -0.237
H 7.196012 2.748791 -11.077716 0.116 -0.128 -0.209
H 6.177574 2.492078 -9.041052 0.542 -0.085 0.016
Cl 1.830770 2.206744 1.420197 -0.451 3.258 0.110
```
Positions in Å, forces in eV/Å.

---

(3)
Here is a 6-piece molecular cluster, C18H32Cl10FO3S overall from the Open Molecules 2025 dataset. Energies are from ωB97M-V/def2-TZVPD.

## Properties
- gap between HOMO and LUMO (eV) = 5.7
- net charge = -1
- DFT total energy (a.u.) = -6030.8148
- strongest force on any atom (eV Å⁻¹) = 0.89

```
65
Properties=species:S:1:pos:R:3:forces:R:3
C 1.991708 2.865573 0.000215 0.044 0.027 -0.177
C 0.734462 2.148553 -0.512212 0.060 0.113 0.114
C -0.259102 1.652502 0.560912 -0.421 0.079 -0.782
F 0.493083 1.501953 1.834828 0.074 0.006 0.153
C -1.027887 0.460088 0.173671 0.147 -0.373 0.721
S -2.499220 0.276799 1.168213 -0.178 0.204 -0.249
C -0.269826 -0.896767 0.317254 -0.229 0.456 -0.306
C 0.938066 -0.990398 -0.545875 0.139 -0.177 -0.255
O 1.001993 -1.333781 -1.690428 -0.089 -0.013 0.044
O 2.097922 -0.546353 0.116315 0.103 -0.026 0.228
C 3.328976 -1.050946 -0.155758 -0.144 -0.032 -0.107
C 4.381186 -0.173898 0.461999 -0.025 0.096 0.084
O 3.531499 -2.068347 -0.760840 0.068 0.014 0.160
H 2.367111 2.407669 0.916254 -0.032 0.044 -0.084
H 1.792343 3.925293 0.196876 0.008 -0.127 0.135
H 2.786138 2.829769 -0.757628 -0.119 0.033 0.094
H 1.012093 1.330471 -1.182985 -0.022 0.082 0.179
H 0.163291 2.848741 -1.134181 0.049 -0.204 -0.014
H -0.978503 2.447646 0.786974 0.247 -0.049 0.099
H -2.028017 0.028502 2.420236 0.071 -0.042 0.010
H 0.002014 -1.074585 1.368030 0.121 -0.134 -0.100
H -0.945483 -1.681878 -0.035663 0.101 0.078 0.167
H 4.345869 0.817381 -0.001753 0.036 -0.166 0.007
H 5.360197 -0.634449 0.335316 -0.099 0.094 0.018
H 4.148912 -0.025505 1.521266 0.063 -0.067 -0.137
Cl -0.572098 0.334988 -5.781201 0.001 0.031 -0.036
C -0.437318 -0.591581 -4.248694 0.038 -0.126 -0.026
C -1.731339 -1.277164 -3.902024 0.084 -0.093 0.148
Cl -2.978421 -0.106917 -3.418512 -0.181 0.048 -0.019
H -0.131393 0.090778 -3.464669 -0.028 0.074 0.021
H 0.345308 -1.331862 -4.397640 -0.006 0.015 0.017
H -1.566466 -1.929274 -3.045558 0.071 0.058 0.016
H -2.114199 -1.865873 -4.733658 -0.037 0.065 -0.010
Cl 1.306905 0.594229 5.788228 0.015 -0.016 0.016
C -0.066227 1.379439 4.945216 -0.044 -0.181 -0.050
C -1.391345 0.925014 5.501298 -0.047 0.113 0.001
Cl -1.774431 -0.777590 5.126005 0.084 -0.019 0.085
H 0.031164 1.166431 3.881712 0.004 0.010 0.034
H 0.041076 2.448399 5.107267 0.008 0.015 0.001
H -2.184612 1.526257 5.059096 0.015 -0.008 -0.045
H -1.419265 1.029897 6.583264 -0.008 -0.018 0.008
Cl 4.569575 -5.807519 2.049532 0.003 -0.005 0.014
C 3.561115 -6.342770 0.676887 -0.004 -0.054 -0.063
C 2.478335 -5.354049 0.333525 0.022 0.111 -0.036
Cl 1.235629 -5.250931 1.607446 -0.014 -0.016 0.008
H 3.143230 -7.310986 0.940826 0.000 0.006 0.028
H 4.225845 -6.459338 -0.177215 0.011 0.025 0.003
H 1.980151 -5.670523 -0.581259 -0.026 -0.018 0.017
H 2.879467 -4.355935 0.181321 0.015 0.051 -0.007
Cl -5.282870 -4.162074 -4.647813 0.005 -0.016 0.006
C -6.350606 -2.767944 -4.960147 -0.068 0.014 0.022
C -6.110033 -2.171855 -6.324753 -0.004 0.002 0.043
Cl -4.522959 -1.376627 -6.412118 0.031 0.022 -0.159
H -6.172768 -2.036865 -4.175571 0.047 -0.007 0.002
H -7.374996 -3.130691 -4.892074 0.005 -0.009 -0.006
H -6.862400 -1.411152 -6.527470 -0.005 0.003 0.027
H -6.154047 -2.932894 -7.099989 0.028 -0.007 0.003
Cl 2.899190 5.851344 3.825340 0.017 -0.001 0.007
C 1.540647 6.576628 2.926085 -0.012 0.042 -0.015
C 0.203802 6.114037 3.448220 -0.081 -0.030 0.017
Cl -0.089933 4.393491 3.104742 0.051 0.060 -0.052
H 1.664062 6.315510 1.879020 0.014 -0.049 -0.020
H 1.624589 7.656297 3.040001 -0.001 -0.003 0.011
H -0.588383 6.680344 2.960159 0.014 0.008 -0.016
H 0.134133 6.261749 4.523383 0.010 -0.012 0.005
```
Positions in Å, forces in eV/Å.

---

(4)
Here is a 3-piece molecular cluster, C18H32ClN2O10P overall at a distorted geometry from the Open Molecules 2025 dataset. Energies are from ωB97M-V/def2-TZVPD.

## Properties
- SMILES string = NCCCCCO[P@](=O)(OCCC(N)=O)OCC(=O)Cl.O=C1CCCO1.O=C1CCCO1
- gap between HOMO and LUMO (eV) = 9.8
- DFT total energy (a.u.) = -2368.5231
- strongest force on any atom (eV Å⁻¹) = 5.69

```
64
Properties=species:S:1:pos:R:3:forces:R:3
N -4.631805 -2.515584 7.288900 0.585 0.357 -0.958
C -3.265399 -2.317851 6.658273 -0.929 0.058 -1.455
C -3.533131 -1.834726 5.122920 0.973 -0.595 0.089
C -2.222855 -1.163857 4.436107 -1.245 -0.704 0.037
C -1.484306 -2.324585 3.613708 0.381 0.457 0.086
C 0.007527 -1.902233 3.094832 -2.029 -0.554 2.306
O -0.021759 -2.053544 1.649657 3.545 0.033 -1.124
P 1.510134 -2.300741 0.980537 1.832 -2.281 0.545
O 2.509074 -3.041863 1.874487 -2.542 2.049 -1.559
O 2.263254 -0.902522 0.379521 -2.176 -1.880 1.385
C 2.480203 0.093617 1.419702 0.083 1.712 0.359
C 2.414737 1.537238 0.673544 0.361 -1.228 -0.134
C 3.857526 2.048169 0.202256 0.828 2.735 -2.279
N 5.129664 1.568131 0.822152 -1.595 -0.116 0.040
O 3.993833 2.916817 -0.708672 -1.117 -3.498 3.341
O 1.249152 -3.311469 -0.396869 1.335 2.731 1.251
C 2.452853 -3.266822 -1.233180 0.120 0.048 -0.332
C 2.316693 -2.243303 -2.465186 3.154 -0.119 -3.269
O 3.170210 -2.266478 -3.392186 -3.774 0.039 4.254
Cl 0.938926 -1.018333 -2.605551 1.335 -1.567 0.510
H -5.125866 -1.613374 7.124330 0.335 -0.936 0.329
H -5.124009 -3.190556 6.665330 0.402 0.627 0.728
H -2.732205 -3.342719 6.625065 -0.632 1.827 0.290
H -2.662121 -1.521719 7.213579 -0.849 -1.278 -0.593
H -4.449705 -1.156249 5.058506 1.330 -0.743 0.306
H -3.801834 -2.798940 4.546380 0.299 1.535 0.705
H -2.598852 -0.312361 3.766108 0.913 -1.226 0.766
H -1.586868 -0.720617 5.274262 -0.614 -0.598 -1.233
H -1.374856 -3.237275 4.304137 -0.230 1.292 -1.056
H -2.149296 -2.623688 2.719504 1.180 0.480 1.360
H 0.168395 -0.834906 3.466193 0.019 -1.256 -1.062
H 0.726356 -2.598943 3.639872 -0.573 0.980 -1.305
H 1.679400 0.093124 2.232702 0.932 -0.239 -1.277
H 3.487981 -0.115375 1.911610 -1.384 0.303 -0.686
H 1.843456 2.286867 1.319053 1.131 -0.845 -0.814
H 1.773503 1.357865 -0.264378 1.118 0.439 1.389
H 5.030956 1.499238 1.847601 -0.071 -0.130 -0.715
H 5.364902 0.624474 0.477229 -0.163 0.637 0.127
H 3.391930 -3.004250 -0.615003 -1.493 -0.174 -1.067
H 2.664807 -4.302922 -1.687814 -0.703 1.618 0.653
O -0.841970 1.181604 1.046961 0.300 0.054 -0.717
C -0.966551 1.842325 0.045561 0.129 -0.300 0.827
O -0.272622 1.619972 -1.102663 -0.320 -0.147 0.564
C -0.579944 2.649471 -2.050285 0.165 0.293 -0.706
C -1.913973 3.206666 -1.612925 -0.475 0.341 -0.260
C -1.858816 3.043520 -0.109105 -0.383 0.061 -0.373
H 0.215501 3.400719 -2.019298 -0.003 -0.050 0.085
H -0.624809 2.223003 -3.053786 0.133 -0.204 0.235
H -2.077845 4.235789 -1.937204 0.079 -0.099 -0.025
H -2.723665 2.592160 -2.019168 0.115 0.061 -0.007
H -1.388456 3.901836 0.376848 -0.050 -0.094 0.117
H -2.846437 2.855714 0.311929 0.251 0.053 0.284
O -1.042712 0.427706 -4.655343 -0.241 0.318 -0.760
C -0.569640 0.839344 -5.684386 -0.104 -0.572 0.789
O -1.220934 0.830645 -6.878445 -0.030 -0.025 0.520
C -0.334024 1.286679 -7.906288 0.036 0.069 -0.554
C 0.724934 2.091440 -7.189806 0.467 0.443 -0.165
C 0.821175 1.387323 -5.853266 0.113 0.442 -0.224
H 0.082452 0.414821 -8.419476 -0.037 0.028 0.050
H -0.887645 1.890102 -8.627820 -0.140 -0.209 0.132
H 1.671304 2.136599 -7.731324 -0.125 -0.021 -0.015
H 0.373118 3.117267 -7.039772 0.035 -0.095 -0.064
H 1.530508 0.556627 -5.880084 -0.047 0.021 0.195
H 1.070445 2.080930 -5.050072 0.055 -0.360 0.133
```
Positions in Å, forces in eV/Å.